C5H6O in the gas phase, computed with ωB97M-V/def2-TZVPD.

Each line ends with the Mulliken charge.
CARTESIAN COORDINATES (ANGSTROEM)
1 C -1.4725 0.2805 0.0510  -1.044
2 C -0.3941 -0.7329 -0.3346  -0.557
3 C 0.9468 -0.0411 -0.5508  0.411
4 C 1.4391 0.0809 -1.7546  -0.210
5 C 1.7018 0.4168 0.6648  -0.117
6 O 2.2032 1.4992 0.8151  -0.420
7 H -1.1903 0.8429 0.9482  0.335
8 H -1.6242 1.0028 -0.7570  0.316
9 H -2.4245 -0.2230 0.2491  0.330
10 H -0.6859 -1.2774 -1.2382  0.347
11 H -0.2593 -1.4831 0.4567  0.300
12 H 1.7601 -0.3658 1.4503  0.309

- LUMO level: -0.73 eV
- Energy above the lowest of the compared OMol25 structures with the same formula, charge and spin: 89.1 kcal per mole
- Calculated total energy: -269.2043 Ha
- Total charge: 0